No. 1
Computed, not measured: a molecular structure, C26H30BiClN2O6Sb2, with ωB97M-V/def2-TZVPD.

```
68
Properties=species:S:1:pos:R:3:forces:R:3:lowdin_charge:R:1
H -2.09770 -1.30790 -7.08770 -0.001 -0.001 0.000 0.102
Sb 3.02536 1.17329 0.33652 -0.069 -0.163 -0.243 1.302
H 5.54542 0.24316 0.43969 0.030 -0.022 0.027 0.008
H 5.42951 3.02082 -4.85198 0.000 0.002 0.001 0.103
C -2.15058 1.81373 4.42044 -0.048 -0.018 0.014 -0.067
O -1.06309 -0.29216 -2.52594 -0.029 -0.143 0.156 -0.323
H 0.22498 2.54872 -4.24836 -0.018 -0.006 -0.017 0.010
H 4.19444 0.22576 -1.93055 0.015 -0.032 0.008 0.006
C 3.48504 3.90208 -4.60047 0.007 -0.006 0.041 -0.083
H -0.20958 2.22933 3.59525 -0.002 0.002 0.004 0.118
O 0.63545 -3.78554 1.72996 -0.022 0.402 0.013 -0.292
C -4.26759 -1.39655 -3.89496 -0.014 0.010 0.004 -0.031
H 5.10778 0.88804 2.04414 0.022 -0.016 -0.004 0.002
H -1.46587 2.21058 -3.82837 -0.007 0.016 -0.025 0.003
C -3.41606 1.25508 4.20676 0.070 0.026 -0.015 -0.088
H 0.92187 5.07828 -1.71776 0.071 0.049 0.019 0.069
C -4.03046 -1.73973 -6.26294 -0.001 -0.007 -0.009 -0.088
O -0.50309 1.27153 1.26275 -0.017 -0.101 -0.198 -0.400
C -2.70682 -1.33114 -6.19343 -0.004 0.006 0.033 -0.079
Bi -0.14761 -0.09104 -0.41044 -0.035 -0.296 0.331 1.686
C 3.22006 0.02606 -1.48584 -0.014 0.040 0.027 -0.337
O 1.68035 -1.75895 1.05604 -0.221 -0.125 0.190 -0.493
C 4.76596 0.29284 1.19875 -0.005 0.046 0.090 -0.327
C -2.15999 -0.95725 -4.97399 -0.021 -0.026 -0.050 -0.030
H 3.14551 -1.03047 -1.22500 -0.001 0.014 -0.007 0.005
H -5.83974 -2.09895 -5.16505 -0.002 0.001 -0.002 0.102
Sb -0.10328 2.65383 -1.58420 0.113 0.344 -0.125 1.353
H 4.51394 -0.70755 1.54618 0.004 0.000 -0.016 0.004
C -1.19378 1.81120 3.43073 -0.019 -0.029 -0.021 -0.006
H -4.86203 -1.41800 -2.99202 0.009 0.000 -0.006 0.107
C -2.73107 0.68020 1.95330 -0.079 -0.038 -0.125 -0.154
O -0.66884 -1.85822 1.25116 0.151 -0.020 0.034 -0.504
H -2.62251 3.09810 -0.79016 -0.003 0.003 0.002 0.011
C 1.43351 4.15891 -1.42826 0.077 -0.032 -0.071 -0.295
C 2.59821 3.86967 -2.33721 -0.095 0.013 0.078 -0.289
H -1.84918 4.64779 -1.21298 -0.044 0.019 0.041 0.014
H 1.58945 4.70506 -4.02895 0.006 -0.001 0.000 0.105
H -1.12670 -0.64719 -4.90139 0.002 0.002 0.004 0.109
H -4.16114 1.25756 4.98939 0.005 0.006 0.009 0.100
H 3.74165 3.77246 0.21108 0.023 0.008 -0.007 0.051
C 4.63547 3.26524 -4.15866 -0.028 0.011 0.028 -0.081
H -1.49921 3.85655 0.35425 -0.024 0.006 0.003 0.013
H -1.91353 2.25284 5.38171 -0.007 -0.008 0.000 0.106
Cl 0.60727 -2.36509 1.84925 0.108 -0.076 0.124 0.670
C 4.02962 2.94427 -0.43802 0.001 0.055 0.006 -0.338
C -1.71707 3.69634 -0.69982 -0.032 0.064 0.026 -0.285
N -2.42678 -0.03073 -0.36436 -0.162 -0.197 -0.128 -0.147
C -3.15345 0.15648 0.68149 0.006 0.033 0.087 -0.056
C -2.32972 -0.56505 -2.52906 -0.029 0.040 -0.234 -0.485
H 1.70870 4.23038 -0.37746 0.005 0.016 -0.010 0.051
C 2.48617 4.19917 -3.68870 -0.017 -0.007 -0.014 -0.074
C -0.61364 2.85765 -3.62828 -0.018 -0.019 -0.041 -0.286
C -1.45355 1.23252 2.17808 0.069 0.003 0.098 -0.358
H -4.66818 0.27862 2.77967 0.005 0.004 -0.001 0.114
C -2.93895 -0.98493 -3.82272 0.047 0.034 0.078 -0.152
O 0.68129 -1.93026 3.20752 -0.027 -0.090 -0.414 -0.298
C 4.77339 2.96616 -2.81381 0.027 -0.015 -0.019 -0.059
H 3.36867 4.17048 -5.64211 -0.006 0.001 -0.001 0.103
C 3.77859 3.26182 -1.88018 0.032 -0.014 0.044 -0.289
H -0.86765 3.89671 -3.83410 -0.021 -0.015 -0.047 0.017
H -4.45651 -2.03619 -7.21286 -0.001 0.001 -0.001 0.101
H 5.68825 2.50177 -2.46327 0.000 0.001 -0.005 0.112
H 2.46056 0.26606 -2.23467 -0.008 0.037 0.050 -0.011
C -4.80872 -1.77443 -5.11208 0.018 0.010 0.005 -0.080
H 5.08991 2.74976 -0.27667 0.025 0.074 -0.039 0.054
H -4.20802 -0.08530 0.56119 -0.006 0.027 0.020 0.137
N -3.11711 -0.47236 -1.49577 0.205 0.109 0.178 0.078
C -3.69228 0.70701 2.97835 0.003 -0.009 0.022 -0.040
```
Positions in Å, forces in eV/Å.

The orbital gap comes out at 0.27457 Eh. The value obtained for the highest occupied orbital energy is -8.02 eV.



No. 2
Computed, not measured: 13 unconnected molecules or ions with the total composition C16H58O13 in a non-equilibrium geometry, with ωB97M-V/def2-TZVPD.

```
87
Properties=species:S:1:pos:R:3:forces:R:3:lowdin_charge:R:1
H 2.41970 -10.58966 -20.08154 -0.165 -0.088 -0.031 -0.001
H 1.50076 -11.83343 -18.08191 0.090 -0.005 -0.004 0.062
H 2.18348 -13.07600 -18.66764 -0.527 -0.023 0.349 0.005
H 9.68233 -11.59687 -19.58088 -0.243 0.089 0.195 0.103
O 2.91348 -9.89893 -20.54526 0.078 -0.007 0.121 -0.049
H 9.72441 -13.45994 -21.39686 -0.452 -0.023 0.281 0.067
H -0.09034 -11.45050 -13.94744 0.003 0.029 -0.039 0.077
C 6.53687 -10.64436 -17.70925 0.540 -1.499 -0.641 -0.054
O 5.38355 -16.27029 -18.80102 0.034 -0.242 -0.506 -0.130
H 6.63988 -15.97122 -12.98288 -0.121 -0.049 -0.104 0.071
H 11.25569 -12.95487 -20.83592 0.113 -0.133 0.325 0.068
H 7.80102 -12.71537 -19.72615 -0.080 -0.455 -0.057 0.024
H 3.23369 -12.60100 -20.06821 0.070 0.133 -0.174 0.017
H 2.60281 -15.51199 -17.70119 -0.067 0.044 -0.022 0.067
H 5.78137 -6.78405 -14.52962 0.236 -0.184 -0.393 0.067
H 3.86233 -7.14852 -15.95844 0.024 0.086 0.127 0.110
C 6.23271 -15.34069 -19.48168 0.219 0.919 0.769 -0.138
H 3.82685 -12.10231 -14.35640 -0.047 0.157 -0.395 0.065
H 3.61222 -14.14514 -22.35746 0.077 0.223 -0.018 0.084
C 8.34231 -7.36949 -17.11704 -2.035 1.009 0.351 -0.314
H 7.38853 -11.33174 -17.78181 0.124 0.140 0.327 0.070
O 3.90510 -12.98802 -20.64308 0.274 -0.143 -0.225 -0.146
H 5.27643 -14.57252 -14.66267 0.118 0.014 -0.128 0.101
H 8.70478 -5.47974 -16.99770 0.119 0.076 0.008 0.078
H 5.97974 -12.64134 -21.25702 -0.071 0.084 0.178 0.030
H 1.77125 -11.96060 -12.70788 -0.167 -0.401 -0.117 0.110
H 7.73511 -6.40237 -18.93158 0.091 0.068 0.143 0.077
H 2.57911 -12.56761 -15.55220 0.322 -0.346 -0.118 0.068
H 8.39928 -10.46916 -22.78997 0.165 -0.059 -0.046 0.074
C 5.37589 -7.80846 -14.51354 -0.662 2.045 0.653 -0.099
C 2.86387 -12.60702 -14.50180 0.874 1.246 0.153 -0.074
C 4.45081 -8.02927 -15.70285 0.993 -1.272 0.383 -0.305
H 8.71597 -7.83224 -19.17965 -0.110 0.050 -0.133 0.074
H 3.61191 -15.04450 -20.82348 0.312 0.037 -0.102 0.067
H 7.92534 -14.80442 -13.09190 0.046 0.162 -0.171 0.073
H 4.74735 -7.72524 -13.62080 0.110 -0.595 0.103 0.072
H 6.21814 -8.47287 -14.34864 -0.258 -0.440 -0.251 0.070
O 6.83920 -12.21451 -21.14058 -0.160 0.130 -0.109 -0.055
H 6.65109 -11.25707 -21.18170 0.098 -0.142 -0.068 0.015
H 5.09828 -8.30430 -16.54248 -0.337 0.203 -0.334 0.085
O 6.70134 -9.47701 -21.26332 0.216 0.773 0.191 -0.111
H 10.25722 -12.81933 -18.41532 0.097 0.142 0.021 0.106
O 5.34301 -13.86232 -12.71829 0.017 0.559 -0.442 -0.104
H 2.23986 -14.09289 -21.21080 -0.018 0.226 -0.307 0.089
H 5.59707 -14.51296 -19.79825 0.013 -0.124 -0.239 0.045
C 5.32404 -11.47478 -17.30942 -0.401 1.592 -0.187 -0.234
H 4.62877 -14.49721 -12.62418 0.004 0.010 0.108 0.072
H 3.14039 -13.60048 -14.15760 -1.048 -0.269 0.082 0.053
H 5.85583 -17.10301 -18.72157 -0.069 -0.006 0.118 0.080
H 6.40042 -13.24685 -14.39748 0.119 0.055 0.208 0.105
O 2.90799 -14.64869 -17.99534 0.241 0.147 -0.120 -0.036
H 9.53083 -9.42509 -21.86129 0.049 -0.327 -0.058 0.072
C 10.33128 -13.43830 -20.49139 0.817 0.545 -0.134 -0.091
H 2.25859 -9.45770 -21.09404 0.019 0.013 0.025 0.045
O 8.39102 -13.21619 -19.12683 0.215 0.988 0.318 -0.145
H 7.38688 -15.70045 -14.56149 0.320 0.008 0.152 0.070
C 6.01127 -14.16518 -13.96167 -0.282 -0.781 1.071 -0.305
H 6.81916 -15.70967 -20.32399 -0.356 -0.385 -0.071 0.094
H 5.22793 -11.55231 -16.22712 0.338 -0.666 -0.039 0.099
C 7.89970 -7.42358 -18.57402 1.129 -0.002 -0.878 -0.090
H 5.90484 -8.95314 -21.11666 -0.148 -0.345 0.197 0.096
H 3.80389 -14.81161 -18.32271 -0.019 -0.195 0.098 0.020
H 7.40732 -7.14350 -16.57819 0.184 -0.344 0.346 0.091
H 3.72411 -9.79509 -16.08552 -0.274 0.169 -0.112 0.030
C 3.32819 -14.10432 -21.30883 -0.592 -0.517 0.598 -0.133
C 1.83975 -11.74272 -13.78222 0.021 -0.108 0.552 -0.305
C 7.07446 -15.21224 -13.63381 -0.139 0.002 -0.665 -0.087
H 9.10513 -9.00065 -23.51622 -0.006 -0.035 -0.031 0.076
H 6.80721 -9.81683 -17.06186 -0.349 0.117 0.036 0.056
H 6.99464 -7.95832 -18.85750 0.000 -0.331 0.646 0.051
O 0.59008 -11.90422 -14.45265 -0.176 -0.172 0.180 -0.085
O 9.22493 -6.27726 -16.86780 0.303 -0.458 -0.150 -0.076
H 4.03326 -10.60874 -18.57343 0.176 0.118 -0.007 0.058
C 8.72742 -9.44914 -22.59902 -0.049 0.419 0.690 -0.066
C 7.54096 -8.65104 -22.08428 -0.497 -0.078 -1.385 -0.290
H 8.74124 -8.27696 -16.67502 0.343 -0.040 -0.345 0.112
H 10.56387 -14.45578 -20.18270 -0.055 -0.061 -0.069 0.068
O 1.66116 -12.28546 -18.91958 0.356 -0.031 -0.181 -0.063
H 6.94122 -14.89825 -18.78009 0.078 -0.143 -0.024 0.064
H 7.80852 -7.70060 -21.61593 0.171 -0.259 0.417 0.104
C 9.69482 -12.66134 -19.33389 -0.272 -1.143 -0.857 -0.295
H 6.41040 -10.35390 -18.75572 -0.077 0.461 0.134 0.064
H 6.94702 -8.36859 -22.96499 -0.026 0.015 0.071 0.112
H 2.13268 -10.68804 -13.79977 0.171 -0.080 -0.426 0.096
O 3.59578 -9.12972 -15.39158 0.034 0.115 -0.196 -0.097
H 5.28956 -12.42000 -17.85255 0.197 -0.185 0.330 0.110
O 4.13044 -10.72699 -17.62212 -0.399 -0.225 0.055 -0.114
```
Positions in Å, forces in eV/Å.

The orbital gap comes out at 0.36805 Eh. The value obtained for the highest occupied orbital energy is -9.64 eV. Its energy above the lowest of the compared OMol25 structures with the same formula, charge and spin is 11.7 kcal per mole.



No. 3
Computed, not measured: C3H5NO in the gas phase, with ωB97M-V/def2-TZVPD.

```
10
Properties=species:S:1:pos:R:3:forces:R:3:lowdin_charge:R:1
H -1.25572 -0.92635 -0.90402 0.057 0.044 0.119 0.117
H 2.46375 -0.25214 -0.53238 -0.133 0.060 0.029 0.132
C -0.50076 0.80567 0.24753 -0.253 0.039 0.082 -0.189
H -1.11940 -1.24990 0.84404 0.081 0.092 -0.112 0.116
N 0.90280 1.07096 -0.09512 0.158 -0.373 -0.065 0.058
C -0.68336 -0.70648 0.00276 -0.240 0.051 0.016 -0.145
H -1.16693 1.41506 -0.36967 0.104 -0.091 0.083 0.107
C 1.42130 -0.06517 -0.29240 0.143 0.252 -0.011 -0.248
H -0.66821 1.08431 1.29404 0.004 -0.038 -0.142 0.109
O 0.66221 -1.18107 -0.20033 0.079 -0.036 0.002 -0.056
```
Positions in Å, forces in eV/Å.

The orbital gap comes out at 0.39071 Eh. The value obtained for the highest occupied orbital energy is -9.62 eV. As for the structure (SMILES): C1=NCCO1. Its energy above the lowest of the compared OMol25 structures with the same formula, charge and spin is 13.7 kcal per mole.



No. 4
Computed, not measured: 5 unconnected molecules or ions with the total composition C38H27F9O13 in a non-equilibrium geometry, with ωB97M-V/def2-TZVPD.

```
87
Properties=species:S:1:pos:R:3:forces:R:3:lowdin_charge:R:1
C 3.52627 2.53854 2.53264 0.035 0.014 0.078 0.028
C -1.34193 1.10629 -0.23832 1.074 0.468 -0.325 -0.325
C 0.87944 -1.69534 6.82206 -0.048 0.036 -0.069 0.027
H 0.02413 -0.59685 -2.03511 0.750 0.198 0.717 0.076
O 2.09448 -2.50272 8.66829 0.006 0.004 -0.011 0.116
O 6.79528 3.86805 2.88596 -0.005 -0.007 -0.002 0.110
C 3.52396 2.22309 1.08360 -0.007 -0.054 0.024 -0.363
C 2.04018 -1.32016 -1.89004 0.019 0.756 -0.222 -0.153
C 3.35496 -2.24012 6.69892 0.046 0.014 -0.078 0.027
F -2.86888 -2.06174 2.52863 -0.176 -0.246 0.215 0.139
C -0.42250 1.69444 -4.64487 0.042 0.073 -0.028 0.033
H 0.69796 -1.72039 0.36162 -0.250 -0.088 -0.041 0.098
C 2.14148 -1.39840 4.74122 -0.068 0.009 -0.004 -0.368
C -0.99580 2.51269 -5.52329 0.051 -0.027 0.072 0.031
H 2.02994 -1.28438 -2.98012 -0.022 -0.068 -0.092 0.113
C 3.36805 -2.74647 1.59114 0.877 0.922 -0.346 0.025
H 4.24000 -2.59401 7.21197 -0.024 -0.007 0.036 0.124
O 2.55243 1.73228 0.55030 -0.024 0.091 -0.047 0.102
O -7.76862 4.03734 0.49298 -0.009 0.016 -0.017 0.106
C -1.49656 -0.29440 -5.79277 -0.071 -0.009 -0.041 0.027
H 0.01052 -0.98128 5.02714 0.019 -0.009 -0.037 0.121
O -4.54140 3.02577 -3.58246 -0.005 -0.006 -0.005 0.098
C 0.89548 -1.33452 5.54162 -0.049 -0.037 0.047 0.026
C -5.84469 2.92402 -0.28386 0.044 -0.008 -0.005 0.033
H -2.70660 0.16089 -7.47000 -0.008 0.041 -0.012 0.123
F -2.45710 -4.15670 -2.54817 -0.599 0.224 0.108 0.202
F -2.05788 -2.11826 -1.87165 -0.432 0.130 0.086 0.189
O -0.10223 -0.51558 -3.90625 -0.237 0.105 -1.072 0.063
H 4.73242 2.28908 -0.74178 -0.027 -0.014 0.003 0.119
C -5.28086 3.25843 -2.64803 0.027 -0.016 -0.012 -0.380
C -3.07866 0.07505 0.75335 -1.128 -0.892 0.882 -0.342
H 1.14805 -0.07274 0.72597 0.090 -0.059 0.058 0.116
H -4.16808 2.03643 -1.21537 -0.097 0.095 -0.088 0.093
C 0.52540 -0.69001 0.07293 0.260 1.163 -0.316 -0.085
C 5.82466 3.37897 2.35073 0.055 0.028 0.032 -0.386
H 1.87690 -2.36185 -1.61942 0.093 -0.042 0.103 0.109
F -0.45877 -3.41957 -2.44666 0.095 0.008 -0.029 0.176
C -1.45552 -3.94523 -0.38614 -0.660 -0.464 -0.779 -0.331
H 4.26892 -1.91776 4.81631 -0.015 0.009 -0.024 0.123
O -0.68457 2.00796 -0.69546 -1.427 -1.268 0.609 0.188
C -1.92764 -2.18127 1.55590 -1.182 1.101 0.309 -0.389
H 0.21329 2.05516 -3.84550 -0.022 -0.035 0.029 0.122
H 2.35827 -3.14986 1.58355 -0.086 0.011 0.009 0.086
C 4.59288 3.07390 3.12026 -0.084 -0.037 0.008 0.023
O -4.16660 0.00533 1.25752 1.143 0.255 -0.860 0.183
H 3.42127 0.27349 -1.61194 0.084 0.111 0.356 0.110
C -5.03444 2.67276 -1.30874 -0.112 0.032 -0.074 0.029
H -6.62720 4.55743 -3.79018 0.032 -0.019 -0.013 0.121
F -0.78371 -2.45094 2.19276 0.535 -0.367 -0.282 0.159
F -3.58869 -3.02958 0.11328 -0.099 0.357 -0.437 0.180
C 0.91524 -0.40822 -1.40412 -0.523 -1.172 0.352 -0.174
C -6.46488 4.13881 -2.80492 -0.065 0.050 0.004 0.018
H 3.41236 -1.84180 2.20706 -0.087 -0.574 -0.170 0.055
C 4.75442 2.52707 0.31405 0.062 0.018 -0.004 0.028
H -0.85898 3.58573 -5.49081 -0.045 0.006 -0.021 0.125
O -2.38831 2.73441 -7.40739 0.024 -0.014 -0.025 0.114
C -7.27542 4.39090 -1.78053 0.021 0.006 -0.084 0.019
C 3.36998 -1.87877 5.41875 0.048 -0.007 0.036 0.026
H 2.61842 2.30852 3.07597 -0.019 -0.030 -0.041 0.122
O 3.71152 -1.07230 -0.10127 -0.407 -0.226 0.098 -0.006
H -0.01927 -1.65659 7.42417 0.022 -0.012 0.033 0.125
H 6.72903 3.29079 0.35693 0.019 0.013 0.038 0.123
H -1.63387 -1.36807 -5.82232 0.027 -0.004 0.030 0.122
C -0.62798 0.22935 -4.71328 -0.001 -0.053 0.070 -0.346
H 4.16525 -1.20962 -2.15594 0.246 -0.232 0.345 0.124
F -0.16927 -3.84846 -0.05260 0.201 0.507 0.422 0.165
H -5.67988 2.50286 0.70037 -0.022 -0.020 -0.004 0.119
C -2.42535 -3.36400 0.68393 0.416 -0.492 0.705 -0.348
C -0.87670 -0.23945 0.26985 0.728 -0.563 0.279 -0.028
H 1.21014 0.62948 -1.52823 -0.129 0.088 0.028 0.103
O -2.70625 1.14400 -0.04330 0.282 0.457 0.254 0.113
C 2.10802 -2.17594 7.50251 -0.008 -0.023 0.068 -0.384
C 5.82147 3.06234 0.90086 -0.043 -0.032 -0.077 0.026
O 2.15500 -1.07104 3.57159 -0.250 0.378 0.393 0.068
H 4.61544 3.31124 4.17626 0.041 0.021 -0.005 0.122
C -2.06988 0.52221 -6.67268 0.010 -0.087 0.040 0.028
C -1.90060 -0.85308 0.86310 -0.026 0.920 -0.658 0.041
C -1.65223 -3.38144 -1.84563 1.252 -0.232 -0.184 -0.537
F -2.70604 -4.36384 1.53515 0.253 -0.213 0.267 0.165
F -1.72206 -5.25692 -0.47304 -0.128 -0.287 -0.043 0.164
C 3.41590 -0.80515 -1.47635 -0.146 -0.162 -0.872 -0.163
C -1.86555 1.99137 -6.60716 -0.057 0.071 -0.003 -0.382
H 4.06639 -3.50400 1.93602 -0.102 -0.133 0.128 0.092
H -8.14486 5.02935 -1.87286 -0.009 -0.007 0.042 0.121
C -7.02888 3.80394 -0.43856 -0.006 -0.006 0.062 -0.385
O 4.09773 -3.23739 -0.62867 -0.245 0.698 0.218 0.100
C 3.77228 -2.39355 0.17856 0.262 -1.146 -0.130 -0.525
```
Positions in Å, forces in eV/Å.

The orbital gap comes out at 0.30156 Eh. The value obtained for the highest occupied orbital energy is -10.11 eV. As for the structure (SMILES): CC(=O)OCCCCC1=C(C(F)(F)C(F)(F)C(F)(F)C(F)(F)F)C(=O)OC1=O.O=C1C=CC(=O)C=C1.O=C1C=CC(=O)C=C1.O=C1C=CC(=O)C=C1.O=C1C=CC(=O)C=C1.